DFT (ωB97M-V/def2-TZVPD) results for C44H41KN7O2P2S as an isolated structure in a non-equilibrium geometry.

Geometry as XYZ:
```
98
Properties=species:S:1:pos:R:3
K 0.5450 0.3390 0.6190
C -2.6135 -0.1941 2.7578
P -1.3802 -1.5606 2.9934
C -1.5466 -1.7443 4.8053
C -0.5268 -1.3395 5.6179
C -0.6027 -1.5407 6.9829
C -1.6942 -2.0642 7.6049
C -2.7963 -2.3988 6.8031
C -2.6439 -2.2717 5.4547
C -2.1431 -3.1606 2.4001
C -2.8044 -3.1436 1.2002
C -3.3659 -4.3116 0.6730
C -3.1921 -5.5152 1.3431
C -2.4277 -5.5788 2.4883
C -1.9559 -4.3820 3.0394
C -3.0991 0.1157 1.3189
C -4.3944 0.3125 0.9703
C -4.3377 0.6649 -0.3830
C -3.0000 0.6377 -0.7548
C -2.4894 0.9271 -2.1963
P -1.5491 -0.5651 -2.8298
C 0.2065 0.0387 -3.0056
C 0.6143 1.3486 -3.1260
C 2.0029 1.6771 -3.0164
C 2.8649 0.6340 -2.9668
C 2.4495 -0.6869 -2.9862
C 1.1249 -0.9790 -2.9236
C -2.1459 -0.6738 -4.5846
C -1.6020 -0.0766 -5.7264
C -2.1812 -0.2741 -6.9455
C -3.2765 -1.1066 -7.0833
C -3.8517 -1.6787 -5.9353
C -3.2956 -1.4290 -4.7079
N -2.2381 0.2843 0.3092
H -2.0005 0.6533 3.0796
H -3.4797 -0.3702 3.4338
H 0.3941 -0.8997 5.1327
H 0.2769 -1.2179 7.5342
H -1.6990 -2.1820 8.7010
H -3.7190 -2.7764 7.2580
H -3.4474 -2.5897 4.8073
H -2.8762 -2.2092 0.6169
H -3.7992 -4.3001 -0.2892
H -3.6029 -6.4857 0.9397
H -2.2535 -6.5633 2.9238
H -1.4293 -4.5283 3.9730
H -5.3546 0.1887 1.5897
H -5.1540 0.8412 -1.1122
H -1.8375 1.7699 -2.3134
H -3.3665 1.0027 -2.7997
H -0.1045 2.1641 -3.2166
H 2.3520 2.6934 -2.8857
H 3.9031 0.7761 -2.8099
H 3.2020 -1.4397 -2.9015
H 0.7472 -2.0017 -2.9058
H -0.8505 0.6505 -5.6349
H -1.7173 0.1063 -7.8334
H -3.7009 -1.3405 -8.1161
H -4.6136 -2.4489 -6.0758
H -3.6859 -1.9372 -3.8470
C 6.4705 2.2263 1.4793
C 6.8066 0.8929 1.3559
C 5.8635 -0.1243 1.1558
C 4.5251 0.3255 1.1103
C 4.1227 1.6165 1.2902
C 5.1560 2.5771 1.4346
N 3.4809 -0.5590 0.7792
N 3.8339 -1.6933 0.5371
C 2.8549 -2.6338 0.1327
C 3.3398 -3.8518 -0.2517
C 2.4559 -4.8991 -0.4653
C 1.1218 -4.6775 -0.3391
C 0.7362 -3.3356 0.0228
N 1.5980 -2.3290 0.2573
H 7.3569 2.8901 1.5564
H 7.8203 0.6158 1.4553
H 6.0436 -1.1884 0.9418
H 3.1040 1.8760 1.5571
H 4.9218 3.6366 1.5864
H 4.4145 -4.1251 -0.3544
H 2.9000 -5.8886 -0.7047
H 0.2729 -5.3218 -0.4645
H -0.2889 -3.1820 0.1730
O 1.7038 3.1982 -0.1937
N 1.4407 3.8364 0.8448
O 1.2920 3.1591 1.8742
S 1.0568 6.1521 -3.6851
C 0.8877 6.8324 -2.1964
N 0.6967 8.1768 -1.9364
C 1.0969 8.4705 -0.5014
C 0.9232 7.1210 0.0777
N 1.0700 6.2398 -1.0210
H 1.0323 8.7404 -2.6729
H 0.4462 9.2655 -0.1775
H 2.1321 8.8213 -0.5088
H -0.1196 7.0800 0.4217
H 1.6492 6.9648 0.9139
H 0.9438 5.2342 -0.9433
```

Computed properties:
DFT total energy ... -106555.5608 eV
HOMO-LUMO gap ... 5.37 eV
Total charge ... -1
LUMO ... 1.4 eV
Molecular weight ... 833.0 g/mol
HOMO ... -4.02 eV
Relative energy (zero: lowest compared OMol25 entry of this formula, charge and spin) ... 0.00 kJ/mol